116
Properties=species:S:1:pos:R:3:forces:R:3:lowdin_charge:R:1 method="wB97M-V/def2-TZVPD" e_lumo_ev=-5.68 total_charge=+2 e_above_lowest_kj_mol=0.0 multiplicity=1 fmax_ev_per_a=2.7 e_homo_ha=-0.4751
Hg -3.20695 1.06386 -1.13361 -0.320 0.139 1.014 1.290
Hg 4.57284 -2.01037 -0.52694 -1.444 0.696 -0.204 1.281
C 0.16040 -1.87491 -0.98771 -0.604 1.950 1.152 -0.003
C -0.74346 -0.79418 -0.84160 -0.014 0.035 -0.226 -0.320
C -0.32223 0.61979 -0.20439 0.897 -2.031 -0.149 -0.312
O -1.23189 1.44150 -0.04325 0.505 0.420 0.111 -0.098
C 1.03467 0.75347 0.12695 -1.508 0.275 0.271 0.026
C 1.90373 -0.32293 0.02989 1.131 1.035 -0.959 -0.348
C 1.45500 -1.65241 -0.55581 0.440 -2.486 -0.810 -0.352
O 2.28975 -2.61016 -0.75287 0.478 1.365 0.769 -0.115
O 3.13678 -0.14192 0.21166 0.002 -0.764 0.338 -0.105
O -1.92172 -0.88890 -1.24468 -0.596 0.374 -0.012 -0.084
H -0.17052 -2.84686 -1.31416 0.031 0.017 -0.259 0.136
H 1.36504 1.69843 0.53555 0.248 -0.066 0.042 0.112
C -5.09341 1.46408 3.27151 0.255 0.169 0.022 -0.034
C -4.42357 0.89612 2.02027 -0.200 0.470 0.094 -0.400
C -5.40151 0.04260 1.23197 0.047 0.049 0.659 -0.192
O -4.77349 -0.44860 0.06187 0.125 -0.732 0.139 -0.281
C -5.30378 -1.71659 -0.31802 -0.511 -0.270 -1.646 -0.086
N -3.89868 1.94856 1.13788 -0.581 0.206 -0.528 0.020
H -5.42344 0.73433 4.01109 0.262 -0.291 -0.156 0.091
H -5.98683 2.04747 3.03863 0.166 0.197 -0.175 0.090
H -4.33702 2.09901 3.73474 -0.327 0.184 0.268 0.068
H -3.52455 0.35022 2.30971 -0.287 -0.545 0.007 0.128
H -6.33166 0.56475 0.97224 0.234 0.424 -0.132 0.143
H -5.75724 -0.74774 1.89972 0.379 -0.391 -0.242 0.141
H -5.11277 -2.55371 0.35045 0.074 0.449 0.567 0.087
H -4.88398 -2.01530 -1.28184 0.398 0.288 0.108 0.091
H -6.36540 -1.59826 -0.55609 -0.114 -0.124 0.470 0.100
H -4.65267 2.60017 0.92487 0.054 0.039 0.137 0.095
H -3.13753 2.51410 1.52898 -0.220 -0.313 -0.089 0.053
C -2.44133 5.32444 -2.73088 0.002 -0.274 -0.657 -0.034
C -2.75126 3.81653 -2.69212 -0.053 1.637 0.124 -0.395
C -1.58685 3.00378 -3.18185 -0.133 0.204 -0.182 -0.195
O -2.08380 1.67557 -3.24900 0.798 -0.438 -0.455 -0.261
C -1.19623 0.76327 -3.89252 0.574 -0.386 -0.003 -0.064
N -3.10279 3.42411 -1.31399 -0.066 -0.016 -0.457 0.022
H -1.72122 5.57320 -1.95264 0.116 0.094 -0.077 0.066
H -3.32602 5.95517 -2.64280 -0.148 -0.223 0.322 0.087
H -2.04571 5.58089 -3.71816 0.248 0.023 0.158 0.089
H -3.59310 3.61484 -3.35707 -0.048 -0.168 0.121 0.152
H -0.68379 3.09423 -2.56472 -0.218 -0.121 0.276 0.131
H -1.31350 3.37185 -4.17610 -0.106 -0.235 -0.091 0.140
H -1.80902 0.02411 -4.40391 0.144 -0.006 -0.041 0.108
H -0.50025 0.25595 -3.21102 -0.453 0.014 0.348 0.072
H -0.50113 1.25183 -4.58123 -0.564 0.317 -0.315 0.093
H -3.91647 3.96140 -1.02643 -0.091 -0.182 -0.007 0.105
H -2.33385 3.77142 -0.73442 -0.026 -0.339 0.195 0.055
C -1.61556 -2.11306 3.22402 -0.633 0.471 0.764 -0.056
C -1.40502 -3.16606 2.15208 -0.261 1.614 -0.425 -0.421
C -1.29902 -4.57153 2.72509 0.607 0.095 -1.283 -0.172
O 0.00316 -4.84841 3.20929 -0.318 -0.374 0.258 -0.156
C 0.92687 -5.14022 2.19912 0.729 1.055 -0.151 -0.131
N -2.52208 -3.03026 1.17226 0.286 -0.508 -0.760 0.056
H -2.42265 -2.38409 3.91457 -0.016 -0.185 -0.163 0.086
H -1.94176 -1.16228 2.78926 0.204 -0.046 -0.178 0.050
H -0.75969 -1.89081 3.86437 0.230 -0.276 -0.260 0.083
H -0.53389 -2.80689 1.58436 0.544 -0.864 0.426 0.109
H -1.49408 -5.25117 1.88353 -0.311 -0.255 0.290 0.122
H -2.01417 -4.71762 3.52961 0.010 -0.092 0.027 0.136
H 1.86536 -5.38723 2.69588 -0.132 -0.324 0.017 0.077
H 1.14480 -4.23027 1.61471 -0.067 -0.067 -0.116 0.064
H 0.66216 -5.90766 1.46505 -0.395 -0.265 0.368 0.101
H -2.37509 -3.72021 0.42549 -0.268 -0.485 0.579 0.081
H -2.29086 -2.22955 0.58205 -0.374 0.456 0.598 0.031
C 0.64893 6.49909 0.85106 0.019 0.659 0.036 -0.053
C 0.02654 5.14717 1.12944 0.649 -0.681 -1.212 -0.419
C -1.40162 5.25682 1.59381 -0.732 1.458 1.159 -0.209
O -2.02241 4.06221 2.04195 0.274 0.161 -0.227 -0.232
C -1.44393 3.56700 3.24367 0.320 -0.931 -0.560 -0.071
N -0.01090 4.30016 -0.09819 -0.689 -0.805 0.331 0.052
H 0.90624 6.99025 1.79114 0.149 -0.033 -0.044 0.087
H 0.01682 7.21126 0.31144 -0.373 -0.336 0.039 0.085
H 1.53860 6.43315 0.22383 0.141 -0.281 0.250 0.081
H 0.66128 4.59959 1.83829 -0.270 0.406 0.451 0.135
H -2.05256 5.76534 0.87466 0.156 -0.729 -0.682 0.131
H -1.51804 6.00512 2.39421 0.629 -0.227 0.325 0.138
H -2.15397 2.84419 3.64269 -0.130 0.335 0.400 0.077
H -1.15506 4.35230 3.94005 -0.350 0.078 0.106 0.105
H -0.55389 2.96369 3.02192 0.118 0.214 -0.035 0.089
H -0.47971 3.45048 0.23887 -0.135 0.096 -0.387 0.026
H 0.88977 3.89962 -0.35497 0.259 0.661 0.100 0.073
C 4.00716 -3.52150 2.89250 1.109 0.355 0.648 -0.033
C 5.38970 -3.06851 2.41202 -0.451 -0.322 0.002 -0.392
C 5.98232 -3.93966 1.33409 0.199 -0.566 -1.019 -0.170
O 5.03816 -4.12678 0.25124 0.507 0.129 -0.017 -0.309
C 4.19169 -5.27781 0.32014 0.592 -1.222 -0.053 -0.050
N 5.28532 -1.73782 1.77878 1.492 0.334 -0.257 0.014
H 4.12465 -4.55278 3.22607 -0.498 -0.061 -0.124 0.099
H 3.23333 -3.36537 2.14641 0.035 -0.233 -0.106 0.060
H 3.75859 -2.92606 3.77253 -0.178 -0.063 -0.006 0.097
H 6.12022 -3.08438 3.22945 -0.242 0.236 0.123 0.157
H 6.39331 -4.91261 1.60878 -0.493 -0.032 0.516 0.143
H 6.85312 -3.44411 0.88398 -0.185 0.161 -0.020 0.130
H 4.07905 -5.71266 -0.67156 -0.326 0.592 -0.213 0.108
H 3.24683 -5.10940 0.82179 -0.085 0.269 -0.157 0.058
H 4.73484 -6.07719 0.83430 -0.030 0.228 0.349 0.108
H 4.87455 -1.01702 2.36544 -0.533 -0.205 -0.088 0.109
H 6.25880 -1.42921 1.68862 -0.264 0.192 -0.121 0.103
C 3.21793 1.29424 -3.57958 -0.618 -1.257 0.204 -0.021
C 3.27235 -0.21243 -3.21965 -0.437 0.387 -0.552 -0.387
C 3.41656 -1.05047 -4.49001 0.032 -0.034 -0.180 -0.197
O 2.99426 -2.38477 -4.39948 0.303 0.113 0.553 -0.169
C 1.60202 -2.59094 -4.17483 0.515 0.017 -0.364 -0.072
N 4.41810 -0.41764 -2.30249 0.671 -0.347 0.466 0.012
H 2.28140 1.45679 -4.11454 0.048 0.237 -0.012 0.077
H 4.04057 1.55613 -4.24277 0.121 0.242 0.193 0.094
H 3.19394 1.84575 -2.64115 0.173 0.405 -0.199 0.080
H 2.33935 -0.51490 -2.74176 0.193 0.171 0.340 0.107
H 4.48340 -1.06112 -4.73751 -0.066 -0.190 -0.236 0.136
H 2.89630 -0.56984 -5.32796 -0.035 0.229 0.129 0.136
H 1.57428 -3.62984 -3.85614 -0.517 0.070 0.062 0.102
H 1.02970 -2.44175 -5.09772 0.073 -0.110 -0.027 0.098
H 1.18622 -1.92535 -3.41412 0.062 -0.216 0.125 0.050
H 5.25102 -0.24806 -2.86851 0.085 -0.235 0.246 0.106
H 4.39882 0.32875 -1.60910 -0.097 0.064 -0.085 0.065